(1)
The following is a DFT calculation (ωB97M-V with the def2-TZVPD basis set) of a 3-piece molecular cluster, C4H15NO3 overall in a non-equilibrium geometry.

Geometry as XYZ:
```
23
Properties=species:S:1:pos:R:3:forces:R:3
C 0.3062 -0.7778 0.2791 1.304 -0.184 -0.743
N -0.4307 -0.2575 -0.8268 -1.929 -0.091 2.066
C -1.3807 -1.1190 -1.5483 1.528 0.120 -2.676
O -0.9527 -1.2014 -2.9123 -0.121 0.360 0.689
C 1.1792 0.2368 0.9619 0.701 0.960 0.481
C 0.4116 1.5015 1.3906 -0.279 -0.562 -0.149
H 0.8709 -1.6538 -0.0478 -0.005 -0.195 -0.184
H -0.4248 -1.2084 0.9935 -0.296 0.213 0.045
H -0.8300 0.6645 -0.5848 0.614 0.151 -0.654
H -1.2131 -2.1363 -1.2376 -0.728 -0.218 0.749
H -2.3576 -0.6468 -1.5428 -0.295 -0.319 0.698
H -0.9227 -0.3037 -3.2888 -0.134 -0.159 -0.230
H 1.6775 -0.2694 1.7870 -0.449 -0.037 0.318
H 2.0540 0.5610 0.3968 -0.178 -0.316 -0.701
H -0.6332 1.2040 1.5129 -0.068 0.367 0.377
H 0.4537 2.3259 0.6799 0.176 -0.111 -0.206
H 0.7809 1.8764 2.3358 -0.103 0.071 0.125
H 0.4684 -0.1878 3.9607 -0.282 0.054 0.526
H -1.0976 -0.1398 4.2090 0.310 0.037 0.369
O -0.4009 -0.3021 3.5693 -0.084 -0.281 -0.815
H 1.0349 0.1969 -4.0073 0.206 -0.039 0.101
H 0.6594 0.6746 -2.5831 0.549 -0.059 -0.163
O 0.7473 0.9621 -3.4966 -0.438 0.238 -0.024
```
Positions in Å, forces in eV/Å.

Properties
Charge: +1
F_max in hartree/bohr: 0.0600
ΔE to the lowest compared entry with this formula, charge and spin in eV: 1.333
<S²>: 0.7545
Orbital gap (spin up / spin down) in eV: 12.1 / 6.7
2S+1: 2

---

(2)
The following is a DFT calculation (ωB97M-V with the def2-TZVPD basis set) of a 2-piece molecular cluster, C18H43BNO6Si2 overall in a non-equilibrium geometry.

Geometry as XYZ:
```
71
Properties=species:S:1:pos:R:3:forces:R:3
C 5.2710 -4.4145 1.3516 0.206 0.316 -0.203
C 4.0584 -3.3340 1.7386 0.448 -0.592 -0.377
C 3.6534 -2.6145 0.2953 2.678 -0.986 0.765
O 2.8621 -1.4150 0.3901 -1.237 -1.801 -0.153
C 1.4228 -1.5835 0.5704 -1.571 1.244 -0.211
O 0.8732 -0.2304 0.1876 3.711 0.245 0.568
B 1.9750 0.7871 0.2963 1.029 0.577 0.121
O 2.6688 1.3384 -0.9203 -2.829 0.350 2.692
O 2.4315 1.3632 1.5954 -1.271 -2.613 -1.883
C 1.0139 -1.7570 2.1458 0.408 0.500 0.762
C -0.0340 -2.9321 2.5236 -0.241 0.879 3.697
C 0.7362 -3.9817 3.5738 -1.105 -0.371 0.057
C -1.2027 -2.2296 3.5013 0.729 0.023 0.724
N -0.7950 -3.5940 1.4274 -0.546 2.489 -1.242
O -1.9334 -2.9186 1.1282 2.442 -1.776 0.654
C -0.0193 -3.9207 0.1881 -0.233 -1.288 -3.180
C -1.1674 -4.4138 -0.9300 -0.166 -0.718 0.548
C 0.9903 -5.2300 0.3159 -0.940 -0.491 1.552
C 0.6724 -2.5960 -0.4757 -0.262 -0.585 -0.678
H 6.3076 -3.8577 1.2507 -2.152 -1.056 0.264
H 5.3964 -5.2651 2.1462 -0.345 1.699 -1.492
H 5.0735 -4.9181 0.2951 0.227 1.017 2.243
H 3.1784 -3.9350 2.2207 1.542 1.206 -1.047
H 4.4227 -2.5598 2.5540 -0.658 -1.471 -1.871
H 4.7110 -2.2879 -0.1594 -2.475 -0.468 0.932
H 3.2829 -3.4729 -0.4008 0.113 1.837 1.121
H 2.4033 2.3015 -1.0174 0.688 -1.634 0.206
H 2.2979 0.7141 2.3487 -0.065 1.213 -1.424
H 0.5453 -0.7285 2.5350 0.921 -2.234 -1.250
H 1.9633 -1.9054 2.8560 -1.864 0.210 -1.973
H 1.4487 -3.4348 4.3245 -1.425 -0.741 -1.630
H -0.1453 -4.4395 4.2350 2.107 0.585 -1.521
H 1.3566 -4.8083 3.0343 -1.303 1.435 1.019
H -1.5860 -1.2106 3.0708 0.564 -2.211 0.628
H -2.0878 -2.9913 3.7324 1.982 1.782 -0.639
H -0.6565 -1.9610 4.5276 -1.134 -0.662 -2.134
H -1.9003 -5.1483 -0.3403 1.426 1.757 -1.401
H -0.6957 -5.0534 -1.7908 -0.630 1.385 1.662
H -1.7516 -3.5185 -1.4048 1.062 -1.802 1.154
H 2.0812 -4.9619 0.6395 -2.047 -0.511 -0.875
H 0.5384 -5.8810 1.2090 1.010 1.286 -1.926
H 0.9289 -5.9393 -0.6333 0.373 1.903 1.935
H 1.3831 -2.9931 -1.3493 -1.298 1.025 2.084
H -0.2027 -2.0263 -1.0560 2.092 -0.903 1.705
O -2.2616 4.9994 -1.1905 -0.024 -0.192 -0.426
Si -2.6790 6.0345 -2.4474 0.034 -0.183 -0.006
C -4.2568 5.4392 -3.2823 0.198 -0.028 0.208
C -1.3035 6.0841 -3.7300 -0.114 -0.130 0.299
C -2.9714 7.7886 -1.8418 0.110 -0.333 0.309
Si -1.8818 3.3747 -0.9814 -0.062 0.003 -0.094
C -1.5221 2.9648 0.8156 -0.107 0.338 -0.170
C -0.3585 2.9291 -1.9930 -0.251 0.171 0.098
C -3.3161 2.2952 -1.5476 0.139 0.335 -0.026
H -4.0950 4.4774 -3.7757 -0.077 0.035 0.010
H -4.5882 6.1591 -4.0380 0.044 -0.061 0.081
H -5.0566 5.3192 -2.5451 0.017 -0.012 -0.102
H -0.3528 6.3535 -3.2607 -0.027 -0.013 -0.092
H -1.5319 6.8225 -4.5031 0.016 -0.028 0.037
H -1.1870 5.1100 -4.2115 0.053 0.056 -0.018
H -2.0695 8.1954 -1.3732 -0.118 0.005 -0.014
H -3.7851 7.8168 -1.1092 0.107 0.054 -0.059
H -3.2433 8.4389 -2.6790 0.029 -0.118 0.031
H -0.6737 3.5454 1.1867 -0.044 -0.024 0.063
H -1.2776 1.9013 0.9179 -0.023 0.096 -0.106
H -2.3908 3.1747 1.4460 0.089 0.005 0.013
H -0.5653 3.0173 -3.0626 0.107 -0.004 0.025
H -0.0495 1.8999 -1.7897 -0.041 0.020 -0.012
H 0.4730 3.5944 -1.7452 0.007 0.023 -0.066
H -3.4762 2.3984 -2.6251 -0.052 -0.046 0.080
H -4.2371 2.5825 -1.0329 0.016 -0.058 -0.055
H -3.1126 1.2432 -1.3323 0.012 0.043 0.009
```
Positions in Å, forces in eV/Å.

Properties
Charge: 0
F_max in hartree/bohr: 0.0763
<S²>: 0.7546
Orbital gap (spin up / spin down) in eV: 9.7 / 9.5
2S+1: 2

---

(3)
The following is a DFT calculation (ωB97M-V with the def2-TZVPD basis set) of a 2-piece molecular cluster, C2H8N5 overall in a non-equilibrium geometry.

Geometry as XYZ:
```
15
Properties=species:S:1:pos:R:3:forces:R:3
C 1.0271 1.2352 0.4856 2.225 0.671 -0.257
C -0.1967 -2.1196 0.0479 4.505 -2.106 2.397
N 2.1126 0.6737 -0.3223 -0.112 -1.699 -1.257
N 1.9822 -0.4546 -0.6767 0.263 1.336 0.975
N 0.0591 0.1947 0.5597 0.444 -1.584 2.201
N 0.4898 -0.8784 0.1593 1.561 3.461 -1.225
N -1.4110 1.1495 -0.5157 -2.294 -0.362 -0.259
H 1.5304 1.6189 1.3735 -0.256 -1.203 1.156
H 0.8383 2.2462 0.1396 -1.200 -0.363 -0.995
H -0.3172 -2.3377 1.1396 -0.399 -0.764 -1.026
H -1.0681 -1.8733 -0.3937 -3.085 -0.154 -1.806
H 0.5639 -2.8879 -0.4678 -2.204 1.743 1.030
H -1.7892 1.5340 0.3667 0.193 0.100 -0.767
H -1.9580 0.2926 -0.6085 0.205 -0.372 0.402
H -1.8635 1.6068 -1.2872 0.155 1.294 -0.568
```
Positions in Å, forces in eV/Å.

Properties
Charge: +1
F_max in hartree/bohr: 0.1073
ΔE to the lowest compared entry with this formula, charge and spin in eV: 5.183
Orbital gap in eV: 9.8

---

(4)
The following is a DFT calculation (ωB97M-V with the def2-TZVPD basis set) of C29H38BrGeN3O2SSeW as an isolated structure.

Geometry as XYZ:
```
77
Properties=species:S:1:pos:R:3:forces:R:3
W -0.7044 -0.0350 -0.4068 -0.071 -0.632 0.186
O -1.7789 1.0835 2.8729 0.071 0.032 -0.180
S -1.7900 -0.1809 2.2116 -0.115 0.130 -0.091
O -2.5154 -0.2725 0.8911 0.132 0.205 -0.019
N -0.3731 -0.6303 1.5850 0.091 0.542 -0.243
C 0.8768 -0.5160 2.2141 -0.211 -0.117 -0.120
C 1.1720 -0.6266 3.5407 0.045 -0.029 0.258
C 2.5221 -0.5607 3.9598 -0.122 0.000 -0.035
C 3.5309 -0.4107 3.0531 -0.044 0.006 -0.087
C 3.2318 -0.2942 1.6718 0.189 -0.003 0.070
C 4.2153 -0.1418 0.6696 0.129 0.005 0.052
C 3.8279 -0.0304 -0.6313 -0.091 0.013 -0.061
C 2.4596 -0.0388 -0.9528 0.121 -0.105 0.210
N 1.5002 -0.1747 -0.0521 -0.062 0.151 0.117
C 1.8928 -0.3295 1.2661 0.131 0.045 -0.364
C -2.3824 -1.3567 3.3282 -0.104 -0.222 0.142
C -2.5455 -0.9442 4.6512 -0.108 -0.174 -0.091
C -2.9868 -1.8737 5.5794 -0.005 0.009 -0.002
C -3.2556 -3.1771 5.1862 -0.006 -0.016 0.029
C -3.0880 -3.5732 3.8631 0.004 -0.009 -0.032
C -2.6456 -2.6638 2.9209 0.029 0.056 0.176
H 0.3877 -0.7771 4.2721 0.020 0.006 -0.008
H 2.7500 -0.6452 5.0132 -0.019 -0.003 0.004
H 4.5643 -0.3794 3.3716 -0.001 0.003 -0.005
H 5.2626 -0.1169 0.9445 -0.014 -0.007 0.005
H 4.5453 0.0804 -1.4316 0.001 -0.001 0.003
H 2.1622 0.0737 -1.9765 -0.003 -0.029 -0.136
H -2.3490 0.0786 4.9349 0.018 0.030 -0.008
H -3.1295 -1.5758 6.6088 0.005 -0.003 -0.001
H -3.6031 -3.8945 5.9177 -0.001 0.000 -0.006
H -3.3062 -4.5910 3.5701 0.001 0.002 0.002
H -2.5095 -2.9668 1.8946 0.015 0.022 -0.049
C -3.5856 -2.7950 -4.0445 0.029 -0.067 -0.125
Ge -3.9028 -2.0737 -2.2782 0.070 0.116 0.010
C -5.7045 -2.3905 -1.6698 -0.163 -0.020 0.063
C -3.5154 -0.1413 -2.1150 -0.004 0.141 0.104
C -2.7065 -2.9650 -0.9794 0.141 -0.064 0.152
Se -0.8295 -2.5058 -1.1827 -0.031 0.117 -0.312
C -0.0187 -3.6160 0.1825 0.029 0.000 0.007
H -3.8063 -2.0622 -4.8201 -0.008 -0.008 0.000
H -4.2446 -3.6517 -4.1856 0.021 -0.008 -0.042
H -2.5553 -3.1270 -4.1661 -0.018 -0.021 -0.034
H -6.4100 -1.9877 -2.3968 -0.027 -0.005 0.031
H -5.8846 -1.9121 -0.7073 -0.021 -0.015 -0.001
H -5.8913 -3.4599 -1.5734 -0.024 0.009 -0.001
H -3.4008 0.3637 -3.0723 -0.058 0.004 0.012
H -2.5745 0.0444 -1.5619 0.024 -0.028 -0.066
H -4.2905 0.3462 -1.5231 -0.025 0.009 -0.043
H -2.7763 -4.0479 -1.0809 -0.014 -0.006 -0.003
H -3.0179 -2.6614 0.0161 -0.036 -0.055 0.026
H -0.3571 -4.6325 0.0011 0.034 -0.024 0.048
H -0.3069 -3.2623 1.1681 0.025 -0.033 0.005
H 1.0588 -3.5570 0.0492 0.011 0.004 0.023
C 1.2562 0.6987 -4.4526 0.031 0.028 -0.017
C 0.3486 -0.1185 -3.5318 0.050 0.091 -0.065
C -0.8784 -0.5808 -4.3030 -0.092 -0.006 -0.052
C -0.0566 0.7267 -2.2989 -0.085 -0.189 0.181
H 1.5521 0.1159 -5.3257 -0.006 0.004 0.017
H 2.1671 1.0364 -3.9510 -0.013 -0.036 0.003
H 0.7355 1.5912 -4.8066 -0.016 -0.013 0.004
H 0.8946 -1.0138 -3.2167 0.021 -0.003 0.076
H -1.4155 0.2806 -4.7102 0.012 -0.015 -0.009
H -1.5775 -1.1399 -3.6814 0.086 0.008 0.023
H -0.6005 -1.2251 -5.1376 0.028 0.023 0.000
H -0.9400 1.3283 -2.5770 -0.095 -0.027 0.068
H 0.7049 1.4819 -2.0773 0.008 -0.007 -0.020
Br -1.3293 6.3183 1.8538 -0.017 0.152 0.055
C -1.1131 4.6138 1.1553 -0.006 0.037 0.009
C -2.1726 3.9774 0.5227 -0.032 -0.091 -0.075
C -1.9736 2.7059 0.0411 -0.053 0.070 -0.015
N -0.7974 2.0583 0.1427 0.099 -0.004 0.230
C 0.2242 2.6950 0.7448 0.014 0.146 0.009
C 0.1097 3.9644 1.2619 0.083 -0.129 -0.035
H -3.1353 4.4546 0.4133 0.006 0.015 0.019
H -2.7833 2.1686 -0.4364 0.012 -0.014 0.014
H 1.1613 2.1601 0.8087 -0.007 -0.004 0.001
H 0.9564 4.4353 1.7392 -0.008 0.010 0.010
```
Positions in Å, forces in eV/Å.

Properties
Charge: +2
F_max in hartree/bohr: 0.0129
Orbital gap (spin up / spin down) in eV: 6.5 / 6.5

---

| no. | molecular weight (g/mol) |
| --- | --- |
| 1 | 125.2 |
| 2 | 436.5 |
| 3 | 102.1 |
| 4 | 908.0 |